Entry 1:
The following is a DFT calculation (ωB97M-V/def2-TZVPD) of a cluster of 2 separate species, C2H9NS in total in a non-equilibrium geometry.

Atoms and positions in Å:
S: -2.10624 0.73480 2.52141
H: -2.50785 1.25092 1.37909
C: 0.21490 0.71220 -1.39997
N: 1.06629 -0.02910 -0.36868
C: 0.65858 -1.43341 0.12349
H: 0.03155 0.33701 -2.35265
H: 0.56498 1.83046 -1.38914
H: -0.71075 0.62594 -0.82838
H: 2.02279 -0.19289 -0.76542
H: -0.93098 1.41679 2.43628
H: 0.26765 -2.17799 -0.64153
H: 1.65541 -1.78215 0.40501
H: -0.22634 -1.29258 0.88049

Calculated values
frontier orbital gap (spin up / spin down): 9.6 / 4.3 eV
largest force on an atom: 6.351 eV Å⁻¹
charge: +1
⟨S²⟩: 0.755
2S+1: 2

Results of the natural (NBO) charge analysis, in e, for atoms 1 through 6: number 1, S, carries -0.2506; number 2, H, carries 0.1309; number 3, C, carries -0.4778; number 4, N, carries -0.0671; number 5, C, carries -0.5000; number 6, H, carries 0.2802

=====

Entry 2:
The following is a DFT calculation (ωB97M-V/def2-TZVPD) of a cluster of 2 separate species, C2H9NS in total in a non-equilibrium geometry.

Atoms and positions in Å:
N: 2.29492 0.99793 -1.63753
H: 1.66790 0.95415 -0.83712
H: 3.13613 0.56924 -1.26498
H: 2.05435 0.35228 -2.38372
C: -1.31805 0.55949 -0.38450
S: -0.07109 0.24996 0.85732
C: -0.67908 -1.24222 1.68151
H: -1.15402 -0.15462 -1.18709
H: -1.28311 1.62430 -0.59884
H: -2.30816 0.40839 0.05062
H: -0.39579 -2.16704 1.19008
H: -0.22778 -1.21792 2.67757
H: -1.71623 -0.93394 1.83667

Calculated values
frontier orbital gap (spin up / spin down): 10.8 / 5.1 eV
largest force on an atom: 1.791 eV Å⁻¹
charge: +1
⟨S²⟩: 0.754
2S+1: 2

Results of the natural (NBO) charge analysis, in e, for atoms 1 through 6: number 1, N, carries -0.9962; number 2, H, carries 0.3196; number 3, H, carries 0.3677; number 4, H, carries 0.3697; number 5, C, carries -0.8087; number 6, S, carries 0.8448

=====

Entry 3:
The following is a DFT calculation (ωB97M-V/def2-TZVPD) of a cluster of 2 separate species, C2H9NS2 in total in a non-equilibrium geometry.

Atoms and positions in Å:
C: -1.78001 0.30561 1.93920
C: -0.44137 0.29749 1.14607
N: -0.62733 -0.18054 -0.19963
H: -2.56584 0.84995 1.41738
H: -1.52624 0.70314 2.91632
H: -2.10590 -0.73356 1.93213
H: 0.23817 -0.36384 1.68535
H: -0.00310 1.30234 1.16692
H: 0.06219 -0.78253 -0.59446
H: -0.88989 0.53080 -0.86766
S: 2.34669 0.62231 -2.42112
S: 3.12473 -1.38814 -2.45958
H: 1.19419 0.25516 -1.85314
H: 2.97371 -1.41819 -3.80778

Calculated values
frontier orbital gap: 9.1 eV
largest force on an atom: 1.647 eV Å⁻¹
charge: 0
structure (SMILES): CCN.SS

Results of the natural (NBO) charge analysis, in e, for atoms 1 through 6: number 1, C, carries -0.6099; number 2, C, carries -0.2087; number 3, N, carries -0.8598; number 4, H, carries 0.2023; number 5, H, carries 0.2039; number 6, H, carries 0.2083

=====

Entry 4:
The following is a DFT calculation (ωB97M-V/def2-TZVPD) of a cluster of 2 separate species, C2H9NS2 in total in a non-equilibrium geometry.

Atoms and positions in Å:
C: 1.70173 -0.00649 -1.23853
S: 1.01833 -1.62488 -1.89494
S: -1.04182 -1.26454 -2.61170
H: 2.06962 -0.25112 -0.24398
H: 2.42901 0.56271 -1.74843
H: 0.75263 0.63009 -1.19578
H: -1.93267 -1.71609 -1.70045
C: -1.02838 0.29702 1.09616
N: -0.11499 1.04902 1.93312
H: -1.39004 -0.66428 1.49816
H: -1.93501 0.83690 0.83745
H: -0.45180 0.21776 0.14019
H: 0.52478 0.41803 2.40623
H: -0.60139 1.51588 2.72248

Calculated values
frontier orbital gap: 9.1 eV
largest force on an atom: 3.426 eV Å⁻¹
charge: 0
structure (SMILES): CSS.CN

Results of the natural (NBO) charge analysis, in e, for atoms 1 through 6: number 1, C, carries -0.7258; number 2, S, carries 0.0762; number 3, S, carries -0.1618; number 4, H, carries 0.2216; number 5, H, carries 0.2230; number 6, H, carries 0.2389

=====

Entry 5:
The following is a DFT calculation (ωB97M-V/def2-TZVPD) of a cluster of 2 separate species, C2H9NS2 in total in a non-equilibrium geometry.

Atoms and positions in Å:
C: 1.13341 -0.08484 0.26779
C: 2.34109 -0.91581 0.03965
N: 2.90546 -1.54309 1.22503
H: 1.27101 0.98813 0.78244
H: 0.48124 0.08498 -0.60420
H: 0.43673 -0.65842 0.87941
H: 2.07149 -1.86307 -0.51768
H: 3.06715 -0.29718 -0.45781
H: 3.71278 -1.00414 1.44005
H: 3.59827 -2.36080 1.01799
S: -5.87122 1.31692 -0.33173
S: -5.24932 2.51845 -1.98336
H: -5.01926 0.29070 -0.55331
H: -4.87885 3.52816 -1.20428

Calculated values
frontier orbital gap: 9.4 eV
largest force on an atom: 3.194 eV Å⁻¹
charge: 0
structure (SMILES): CCN.SS

Results of the natural (NBO) charge analysis, in e, for atoms 1 through 6: number 1, C, carries -0.6227; number 2, C, carries -0.2347; number 3, N, carries -0.8203; number 4, H, carries 0.2015; number 5, H, carries 0.2184; number 6, H, carries 0.2146

=====

Entry 6:
The following is a DFT calculation (ωB97M-V/def2-TZVPD) of a structure of composition C2H9NSi2 in a non-equilibrium geometry.

Atoms and positions in Å:
C: 0.60121 0.82073 1.02374
C: -1.08802 -0.79126 -0.29044
N: 1.27736 -0.26514 -2.12512
Si: -0.76719 -0.38613 1.66236
Si: 0.16371 0.55694 -0.95243
H: 0.40974 1.97059 1.14448
H: 1.52587 0.41531 1.46207
H: -0.88117 -1.84623 -0.50620
H: -2.14940 -0.61911 -0.55269
H: 1.94883 0.31807 -2.66598
H: 0.84397 -0.84661 -2.81257
H: -0.43682 -1.39504 2.75115
H: -1.84923 0.40428 2.31506
H: -0.12111 2.05078 -1.62991

Calculated values
frontier orbital gap: 10.1 eV
largest force on an atom: 2.321 eV Å⁻¹
charge: 0

Results of the natural (NBO) charge analysis, in e, for atoms 1 through 6: number 1, C, carries -1.3084; number 2, C, carries -1.2730; number 3, N, carries -1.2837; number 4, Si, carries 1.0796; number 5, Si, carries 1.4947; number 6, H, carries 0.2616

=====

Entry 7:
The following is a DFT calculation (ωB97M-V/def2-TZVPD) of a cluster of 2 separate species, C2H9O2 in total in a non-equilibrium geometry.

Atoms and positions in Å:
O: -2.03530 -0.29336 0.79591
H: -0.90390 0.44098 0.38538
H: -2.14118 -0.97419 0.09392
H: -1.92222 -0.77562 1.64677
C: 1.23593 0.44856 -0.49451
O: -0.09331 0.99658 0.03308
C: 1.26771 -1.04821 -0.58166
H: 1.25143 0.95625 -1.45246
H: 2.00606 0.82426 0.17242
H: 0.06439 1.76023 0.62539
H: 0.40373 -1.46227 -1.09536
H: 2.16547 -1.29147 -1.14964
H: 1.38106 -1.49371 0.40535

Calculated values
frontier orbital gap: 13.5 eV
largest force on an atom: 1.425 eV Å⁻¹
charge: +1

Results of the natural (NBO) charge analysis, in e, for atoms 1 through 6: number 1, O, carries -0.9033; number 2, H, carries 0.5312; number 3, H, carries 0.5173; number 4, H, carries 0.5234; number 5, C, carries -0.0443; number 6, O, carries -0.6735

=====

Entry 8:
The following is a DFT calculation (ωB97M-V/def2-TZVPD) of a cluster of 3 separate species, C2H9O2S in total in a non-equilibrium geometry.

Atoms and positions in Å:
C: -0.09977 -2.15654 -0.79524
C: 0.57286 -0.86053 -0.39373
S: -0.43244 0.31200 0.61023
H: 0.61089 -2.81876 -1.31328
H: -0.90867 -1.94790 -1.51569
H: -0.57660 -2.65836 0.04937
H: 0.97165 -0.33011 -1.27195
H: 1.46039 -1.05272 0.22548
H: -2.70003 3.63200 -0.81954
H: -2.37764 2.13996 -1.48051
O: -2.26632 3.09705 -1.48796
H: 2.16938 1.60119 2.58262
H: 1.46481 0.26598 2.53686
O: 2.11149 0.77673 3.07334

Calculated values
frontier orbital gap: 6.5 eV
largest force on an atom: 1.620 eV Å⁻¹
charge: -1

Results of the natural (NBO) charge analysis, in e, for atoms 1 through 6: number 1, C, carries -0.6172; number 2, C, carries -0.5192; number 3, S, carries -0.7513; number 4, H, carries 0.1736; number 5, H, carries 0.1885; number 6, H, carries 0.2016